This record from the OMol25 dataset describes the molecule C30H13BrCl2O3S. The level of theory is the ωB97M-V functional and the def2-TZVPD basis.

Output
- orbital gap (Eh) = 0.2485
- M (g/mol) = 604.3
- calculated total energy (eV) = -143381.96302
- maximum force (eV/Å) = 5.906

Last columns: bonded neighbours and bond lengths (Å).
CARTESIAN COORDINATES (ANGSTROEM)
1 O -0.12 4.40 -3.01  C7 1.174
2 O 3.21 -1.76 3.57  C8 1.243
3 O -1.01 -2.26 -2.24  S37 1.472
4 Cl -3.02 6.61 0.71  C25 1.706
5 Cl -0.52 0.51 6.24  C26 1.723
6 Br 0.95 -1.95 -5.00  C27 1.962
7 C -0.63 3.47 -2.52  O1 1.174, C29 1.428, C30 1.428
8 C 2.40 -1.97 2.65  O2 1.243, C31 1.482, C32 1.493
9 C -0.78 0.29 -0.02  C10 1.382, C12 1.480, H38 1.061
10 C -0.98 1.24 -1.01  C9 1.382, C28 1.540, C33 1.459
11 C 0.27 -1.90 0.81  C12 1.389, C34 1.510, C35 1.467
12 C -0.10 -1.01 -0.20  C9 1.480, C11 1.389, S37 1.818
13 C 3.49 -4.72 0.17  C14 1.368, C21 1.417, H39 1.097
14 C 2.43 -4.75 -0.69  C13 1.368, C23 1.385, H40 1.060
15 C -3.07 3.90 0.79  C18 1.294, C25 1.389, H41 1.047
16 C -1.45 -0.67 3.97  C24 1.452, C26 1.418, H42 1.097
17 C 0.16 0.90 -5.10  C20 1.431, C27 1.394, H43 1.070
18 C -2.49 2.76 0.61  C15 1.294, C28 1.426, H44 1.074
19 C -1.60 4.95 -0.83  C25 1.415, C29 1.348, H45 1.092
20 C -0.21 2.16 -4.53  C17 1.431, C30 1.421, H46 1.119
21 C 3.37 -3.88 1.30  C13 1.417, C31 1.360, H47 1.089
22 C 0.95 -0.63 4.17  C26 1.424, C32 1.370, H48 1.098
23 C 1.32 -3.96 -0.44  C14 1.385, C34 1.454, H49 1.022
24 C -1.30 -1.24 2.65  C16 1.452, C35 1.385, H50 1.051
25 C -2.56 5.04 0.20  Cl4 1.706, C15 1.389, C19 1.415
26 C -0.31 -0.29 4.73  Cl5 1.723, C16 1.418, C22 1.424
27 C 0.17 -0.27 -4.35  Br6 1.962, C17 1.394, C36 1.393
28 C -1.66 2.53 -0.53  C10 1.540, C18 1.426, C29 1.447
29 C -1.35 3.71 -1.31  C7 1.428, C19 1.348, C28 1.447
30 C -0.56 2.19 -3.16  C7 1.428, C20 1.421, C33 1.366
31 C 2.39 -2.98 1.56  C8 1.482, C21 1.360, C34 1.426
32 C 1.14 -1.24 2.95  C8 1.493, C22 1.370, C35 1.410
33 C -0.52 1.07 -2.38  C10 1.459, C30 1.366, C36 1.418
34 C 1.32 -2.97 0.62  C11 1.510, C23 1.454, C31 1.426
35 C -0.02 -1.49 2.19  C11 1.467, C24 1.385, C32 1.410
36 C -0.18 -0.16 -3.01  C27 1.393, C33 1.418, S37 1.788
37 S 0.21 -1.52 -1.91  O3 1.472, C12 1.818, C36 1.788
38 H -0.87 0.65 0.97  C9 1.061
39 H 4.43 -5.26 0.00  C13 1.097
40 H 2.63 -5.29 -1.58  C14 1.060
41 H -3.67 4.08 1.63  C15 1.047
42 H -2.47 -0.50 4.33  C16 1.097
43 H 0.43 0.74 -6.12  C17 1.070
44 H -2.67 2.04 1.39  C18 1.074
45 H -1.26 5.92 -1.19  C19 1.092
46 H -0.10 3.13 -5.08  C20 1.119
47 H 4.13 -3.96 2.09  C21 1.089
48 H 1.80 -0.34 4.79  C22 1.098
49 H 0.47 -3.96 -1.01  C23 1.022
50 H -2.20 -1.36 2.11  C24 1.051

Atom charges from the Mulliken analysis, given in e for atoms 1 to 8:
1. O -0.607
2. O -0.686
3. O -0.602
4. Cl -0.204
5. Cl -0.209
6. Br -0.187
7. C 0.562
8. C 0.124